Below is a structure of composition C28H47CrN2O4S2SbSi3, with properties calculated with the ωB97M-V functional and the def2-TZVPD basis.

Cartesian coordinates (Å):
Cr -0.341 -0.038 0.327
C -1.706 -1.944 2.621
C -0.562 -1.887 1.644
N -0.734 -2.032 0.290
N 0.102 -2.921 -0.433
C 0.799 -2.357 -1.366
S 0.943 -0.686 -1.695
S 1.559 -3.597 -2.387
C 2.983 -2.732 -3.108
C 4.246 -2.862 -2.298
C 4.379 -2.235 -1.060
C 5.543 -2.384 -0.323
C 6.591 -3.156 -0.808
C 6.467 -3.784 -2.037
C 5.299 -3.637 -2.774
C 0.796 -2.139 2.168
C 1.108 -3.211 2.997
C 2.397 -3.397 3.468
C 3.384 -2.475 3.115
C 3.092 -1.390 2.314
C 1.785 -1.192 1.829
O 1.467 -0.152 1.114
H -2.554 -2.513 2.246
H -2.027 -0.936 2.891
H -1.344 -2.424 3.530
H 2.689 -1.691 -3.247
H 3.123 -3.179 -4.092
H 3.563 -1.635 -0.670
H 5.625 -1.901 0.642
H 7.498 -3.271 -0.226
H 7.276 -4.392 -2.424
H 5.201 -4.133 -3.733
H 0.333 -3.926 3.255
H 2.637 -4.246 4.094
H 4.396 -2.609 3.481
H 3.846 -0.657 2.054
O -1.057 0.787 1.784
O -2.014 1.785 1.615
C -4.723 2.115 -0.242
Si -3.351 3.366 -0.476
C -3.199 4.421 1.058
C -3.838 4.482 -1.916
Sb -1.146 2.195 -0.953
Si 0.633 3.735 0.044
C 2.294 2.944 -0.309
C 0.413 3.885 1.890
C 0.560 5.435 -0.768
Si -0.626 2.416 -3.464
C -1.218 4.014 -4.277
C -1.484 0.969 -4.299
C 1.226 2.337 -3.783
H -5.676 2.639 -0.116
H -4.521 1.522 0.650
H -4.817 1.444 -1.098
H -4.192 4.766 1.362
H -2.574 5.300 0.883
H -2.767 3.821 1.860
H -4.726 5.062 -1.645
H -4.078 3.901 -2.810
H -3.042 5.182 -2.174
H 2.306 1.908 0.040
H 3.077 3.488 0.230
H 2.543 2.954 -1.373
H 0.341 2.889 2.331
H -0.492 4.427 2.155
H 1.278 4.408 2.312
H 0.683 5.360 -1.851
H 1.355 6.079 -0.382
H -0.397 5.923 -0.570
H -2.304 4.056 -4.357
H -0.803 4.074 -5.288
H -0.887 4.898 -3.727
H -2.567 1.038 -4.172
H -1.154 0.031 -3.846
H -1.265 0.943 -5.371
H 1.703 3.285 -3.519
H 1.401 2.161 -4.850
H 1.714 1.537 -3.226
C -2.574 -2.865 -1.976
O -1.861 -1.659 -1.744
C -1.775 -1.286 -0.416
C -3.132 -1.077 0.225
H -3.643 -2.748 -1.773
H -2.170 -3.679 -1.367
H -2.434 -3.107 -3.028
H -3.647 -2.004 0.493
H -3.724 -0.569 -0.536
H -3.087 -0.411 1.084

Atoms 1-6, force components in eV/Å:
0.15 -0.28 0.48
0.01 -0.05 0.06
0.05 0.45 -0.16
0.02 0.05 -0.02
-0.02 -0.06 0.01
0.06 0.03 -0.03

Output
molar mass = 797.8 g/mol
2S+1 = 2
LUMO (spin up / spin down) = 0.0946 / 0.0944 Ha
strongest force on any atom = 0.57 eV/A
<S²> = 1.0209
gap between HOMO and LUMO (spin up / spin down) = 6.76 / 6.46 eV
net charge = -1

***

Below is an isolated molecule of C7H14BN3 in a non-equilibrium geometry, with properties calculated with the ωB97M-V functional and the def2-TZVPD basis.

Cartesian coordinates (Å):
B 0.988 0.471 1.400
C 0.428 0.891 -1.337
C 0.282 1.107 0.132
C -0.876 0.676 -0.716
C 2.496 1.060 1.420
C 0.071 -0.368 2.332
C -2.521 -1.024 -1.724
C -1.539 -0.701 -0.590
N 1.313 -0.146 -1.839
N 1.651 -2.285 -0.936
N 1.444 -1.221 -1.262
H 0.495 1.689 -2.120
H 0.405 2.180 0.241
H -1.781 1.314 -0.684
H 2.503 2.048 1.970
H 2.983 1.278 0.359
H 3.115 0.288 1.985
H 0.676 -1.228 2.481
H -0.866 -0.631 1.917
H -0.037 0.104 3.297
H -2.063 -0.829 -2.685
H -3.397 -0.426 -1.750
H -2.790 -2.061 -1.765
H -0.837 -1.507 -0.406
H -2.144 -0.679 0.280

Atoms 1-6, force components in eV/Å:
-0.06 1.88 -2.30
1.01 0.48 -2.02
0.14 0.26 -0.07
-2.82 -1.15 1.47
0.85 -0.83 0.15
1.55 0.80 0.21

Output
molar mass = 151.0 g/mol
LUMO = 0.0223 Ha
strongest force on any atom = 3.38 eV/A
gap between HOMO and LUMO = 9.57 eV

***

Below is a cluster of 3 separate species, C19H32BBrN2O4P in total, with properties calculated with the ωB97M-V functional and the def2-TZVPD basis.

Cartesian coordinates (Å):
C -4.657 -2.338 0.478
C -3.321 -3.081 0.375
P -2.390 -2.982 -1.246
C -0.614 -2.682 -0.752
C -0.258 -2.679 0.734
C -2.802 -1.316 -2.026
Br -4.525 -1.705 -3.104
C -3.045 -0.030 -1.178
O -2.494 0.998 -1.926
B -1.264 0.386 -2.458
C -0.645 1.246 -3.664
C -0.223 2.659 -3.239
C 0.913 2.663 -2.193
C 0.619 3.317 -0.856
O -0.672 2.925 -0.346
C -0.845 3.094 0.956
O -1.800 2.724 1.565
O -1.822 -0.992 -2.892
H -4.509 -1.265 0.569
H -5.294 -2.518 -0.389
H -5.195 -2.666 1.374
H -3.526 -4.150 0.500
H -2.695 -2.792 1.219
H -0.301 -1.744 -1.208
H -0.055 -3.481 -1.251
H -0.609 -1.776 1.238
H 0.831 -2.697 0.848
H -0.641 -3.558 1.259
H -2.500 -0.173 -0.223
H -4.100 0.149 -0.975
H -0.451 0.178 -1.536
H -1.433 1.328 -4.426
H 0.210 0.754 -4.147
H -1.093 3.208 -2.866
H 0.139 3.216 -4.112
H 1.757 3.243 -2.589
H 1.285 1.650 -2.035
H 0.642 4.409 -0.936
H 1.380 3.022 -0.126
H -0.052 3.713 1.427
N 1.434 -5.617 1.698
C 2.545 -5.023 2.224
C 2.646 -5.407 3.536
C 1.546 -6.265 3.810
C 0.817 -6.373 2.654
H 1.108 -5.498 0.756
H 3.165 -4.377 1.627
H 3.417 -5.101 4.224
H 1.314 -6.744 4.747
H -0.085 -6.918 2.434
N 3.210 5.219 2.076
C 4.540 5.003 1.839
C 4.904 5.769 0.764
C 3.745 6.474 0.334
C 2.719 6.113 1.165
H 2.673 4.781 2.801
H 5.110 4.323 2.448
H 5.888 5.815 0.328
H 3.674 7.160 -0.493
H 1.684 6.410 1.182

Atoms 1-6, force components in eV/Å:
-0.01 -0.10 0.00
-0.16 0.04 0.06
-0.24 -0.15 -0.32
0.00 -0.10 0.27
0.26 0.01 -0.13
0.53 0.38 0.06

Output
molar mass = 474.2 g/mol
LUMO = 0.0860 Ha
strongest force on any atom = 0.68 eV/A
gap between HOMO and LUMO = 7.16 eV
net charge = -1

***

Below is an isolated molecule of C6H10O, with properties calculated with the ωB97M-V functional and the def2-TZVPD basis.

Cartesian coordinates (Å):
C -2.136 -0.213 0.365
C -0.861 0.549 0.564
O 0.315 -2.139 1.022
C 1.059 -1.661 0.201
C 0.582 -0.775 -0.947
C 0.245 0.491 -0.183
C 1.284 1.580 -0.122
H -2.898 0.540 0.126
H -2.095 -0.914 -0.473
H -2.477 -0.758 1.250
H -0.885 1.284 1.367
H 2.158 -1.756 0.311
H 1.371 -0.643 -1.695
H -0.285 -1.239 -1.430
H 1.074 2.317 -0.909
H 1.241 2.111 0.835
H 2.309 1.227 -0.282

Atoms 1-6, force components in eV/Å:
-0.05 -0.03 -0.01
0.04 0.20 -0.17
0.41 -0.12 -0.51
-0.14 -0.23 0.20
-0.06 -0.03 -0.03
-0.20 0.08 0.23

Output
molar mass = 98.1 g/mol
LUMO = 0.0342 Ha
strongest force on any atom = 0.67 eV/A
structure (SMILES) = C/C=C(/C)CC=O
gap between HOMO and LUMO = 9.69 eV

***

Below is an isolated molecule of C3H4ClNS in a non-equilibrium geometry, with properties calculated with the ωB97M-V functional and the def2-TZVPD basis.

Cartesian coordinates (Å):
C 0.160 -1.019 0.045
C -0.524 -0.215 1.202
C 1.223 -0.083 -0.464
H 0.489 -2.053 0.311
H -0.140 -0.633 2.079
H -1.616 -0.098 1.003
H 2.113 -0.465 -1.036
N 1.259 1.178 -0.091
S 0.110 1.493 1.039
Cl -0.975 -1.235 -1.356

Atoms 1-6, force components in eV/Å:
-0.46 0.69 0.16
-0.43 0.48 -2.71
2.44 1.41 0.19
-0.17 1.10 -0.09
-0.25 -0.54 1.77
0.81 -0.77 0.86

Output
molar mass = 121.6 g/mol
LUMO = 0.0182 Ha
strongest force on any atom = 3.41 eV/A
structure (SMILES) = Cl[C@H]1C=NSC1
gap between HOMO and LUMO = 9.17 eV

***

Below is a structure of composition C34H45Cl2CsGeNO7P2, with properties calculated with the ωB97M-V functional and the def2-TZVPD basis.

Cartesian coordinates (Å):
Cs -0.326 -0.736 0.428
Cl 0.993 -2.206 3.493
C 2.423 -1.660 2.677
C 3.321 -0.852 3.412
C 4.485 -0.425 2.858
Cl 5.560 0.562 3.792
C 4.828 -0.786 1.528
C 6.022 -0.410 0.875
C 6.242 -0.820 -0.407
C 5.260 -1.599 -1.053
N 4.144 -1.967 -0.478
C 3.921 -1.579 0.799
C 2.696 -2.028 1.384
O 1.820 -2.740 0.671
H 3.073 -0.590 4.431
H 6.751 0.190 1.401
H 7.150 -0.559 -0.931
H 5.415 -1.943 -2.070
C -0.823 2.755 -3.558
C -1.838 1.642 -3.728
C -3.107 2.084 -4.426
O -2.122 0.999 -2.447
P -2.957 1.352 -1.179
O -2.929 0.246 -0.202
C -2.353 2.919 -0.491
P -0.780 2.887 0.393
O 0.304 2.159 -0.293
O -0.556 4.426 0.627
C 0.759 4.962 0.989
C 0.513 6.169 1.864
C 1.510 5.291 -0.284
O -1.030 2.223 1.809
C -1.558 2.832 3.019
C -0.990 2.029 4.169
C -3.075 2.828 2.993
O -4.395 1.735 -1.716
C -5.516 1.746 -0.772
C -6.404 2.903 -1.171
C -6.209 0.402 -0.822
H -0.399 2.999 -4.533
H -0.018 2.452 -2.890
H -1.287 3.663 -3.169
H -1.380 0.829 -4.291
H -3.577 2.914 -3.897
H -3.823 1.267 -4.493
H -2.856 2.414 -5.434
H -3.128 3.294 0.179
H -2.254 3.639 -1.304
H 1.296 4.188 1.546
H -0.064 6.911 1.311
H 1.464 6.613 2.157
H -0.035 5.904 2.769
H 0.953 6.035 -0.856
H 1.647 4.398 -0.893
H 2.490 5.702 -0.039
H -1.189 3.858 3.062
H -1.358 1.003 4.132
H -1.294 2.473 5.117
H 0.099 2.015 4.125
H -3.442 1.829 2.748
H -3.467 3.541 2.268
H -3.459 3.111 3.973
H -5.118 1.912 0.235
H -6.776 2.756 -2.186
H -5.863 3.848 -1.131
H -7.256 2.960 -0.493
H -6.586 0.217 -1.829
H -7.049 0.394 -0.126
H -5.517 -0.393 -0.549
Ge 1.977 -3.778 -0.841
C 3.380 -5.035 -0.478
C 3.499 -5.610 0.787
C 4.534 -6.494 1.057
C 5.450 -6.813 0.064
C 5.335 -6.246 -1.198
C 4.305 -5.357 -1.468
C 0.131 -4.377 -0.787
C -0.441 -4.841 0.400
C -1.761 -5.265 0.425
C -2.524 -5.231 -0.736
C -1.968 -4.772 -1.920
C -0.646 -4.347 -1.945
H 2.193 -3.024 -2.157
H 2.788 -5.364 1.568
H 4.625 -6.936 2.041
H 6.255 -7.504 0.275
H 6.050 -6.498 -1.971
H 4.227 -4.909 -2.453
H 0.143 -4.860 1.313
H -2.196 -5.628 1.348
H -3.553 -5.565 -0.716
H -2.563 -4.746 -2.824
H -0.215 -3.987 -2.874

Atoms 1-6, force components in eV/Å:
0.01 -0.12 0.05
-0.09 -0.04 -0.17
0.33 0.13 0.14
-0.08 -0.04 0.08
0.00 -0.03 -0.05
0.00 0.00 -0.02

Output
molar mass = 918.1 g/mol
LUMO = -0.0787 Ha
strongest force on any atom = 0.38 eV/A
gap between HOMO and LUMO = 8.35 eV
net charge = +1

***

Which of these has the lowest molar mass? C6H10O

***

Copy entry 5 word for word.
Below is an isolated molecule of C3H4ClNS in a non-equilibrium geometry, with properties calculated with the ωB97M-V functional and the def2-TZVPD basis.

Cartesian coordinates (Å):
C 0.160 -1.019 0.045
C -0.524 -0.215 1.202
C 1.223 -0.083 -0.464
H 0.489 -2.053 0.311
H -0.140 -0.633 2.079
H -1.616 -0.098 1.003
H 2.113 -0.465 -1.036
N 1.259 1.178 -0.091
S 0.110 1.493 1.039
Cl -0.975 -1.235 -1.356

Atoms 1-6, force components in eV/Å:
-0.46 0.69 0.16
-0.43 0.48 -2.71
2.44 1.41 0.19
-0.17 1.10 -0.09
-0.25 -0.54 1.77
0.81 -0.77 0.86

Output
molar mass = 121.6 g/mol
LUMO = 0.0182 Ha
strongest force on any atom = 3.41 eV/A
structure (SMILES) = Cl[C@H]1C=NSC1
gap between HOMO and LUMO = 9.17 eV